An isolated molecule of CHClN2O2S, computed with ωB97M-V/def2-TZVPD.

The geometry in XYZ format:
```
8
Properties=species:S:1:pos:R:3:nbo_charge:R:1
C 2.963 -1.070 0.310 -0.043
N 3.504 -2.061 0.145 -0.301
N 0.314 -0.737 0.026 -0.812
O 1.549 1.003 1.469 -0.860
O 1.816 1.150 -0.975 -0.841
S 1.593 0.413 0.212 2.268
Cl -0.390 -1.216 1.534 0.181
H -0.421 -0.084 -0.447 0.408
```

Output
**Structure (SMILES)**: N#CS(=O)(=O)NCl
**E**: -1156.94821 hartree
**LUMO**: -0.708 eV
**2S+1**: 1
**Strongest force on any atom**: 0.0798 Eh/bohr
**Energy relative to the best compared isomer or geometry (same formula, charge and spin)**: 41.9 kcal/mol
**HOMO energy**: -11.61 eV

A cluster of 9 separate species, C27H58Cl16N4P in total, computed with ωB97M-V/def2-TZVPD.

The geometry in XYZ format:
```
106
Properties=species:S:1:pos:R:3:mulliken_charge:R:1
C -5.715 -4.674 -1.214 -0.802
C -5.647 -3.235 -2.012 -0.519
C -4.278 -2.352 -1.649 -0.355
C -2.985 -3.134 -2.286 0.072
C -1.554 -2.286 -2.123 -0.475
N -0.480 -3.217 -1.526 0.080
C 0.059 -4.192 -2.370 -0.291
N -0.402 -4.421 -3.803 -0.013
C -0.320 -5.904 -4.168 -0.900
C -0.695 -6.737 -2.783 0.509
P -0.891 -8.621 -3.030 0.154
C -0.774 -9.129 -4.869 -0.924
C -2.569 -9.072 -2.239 -0.851
C 0.405 -6.431 -1.569 -0.028
N 1.332 -7.625 -1.447 -0.561
N 1.151 -5.121 -1.804 -0.225
H -6.193 -5.504 -1.911 0.248
H -6.414 -4.533 -0.268 0.293
H -4.643 -5.043 -0.843 0.162
H -6.642 -2.623 -1.788 0.328
H -5.707 -3.506 -3.173 0.272
H -4.260 -2.224 -0.485 0.325
H -4.465 -1.283 -2.141 0.090
H -2.798 -4.152 -1.714 -0.218
H -3.238 -3.337 -3.423 0.216
H -1.695 -1.305 -1.481 0.415
H -1.282 -1.934 -3.217 0.015
H -0.141 -3.118 -0.520 0.357
H 0.083 -3.817 -4.487 0.292
H 0.722 -6.236 -4.586 0.274
H -1.119 -6.074 -5.022 0.273
H -1.745 -6.319 -2.412 -0.115
H 0.309 -8.787 -5.238 0.276
H -1.579 -8.640 -5.571 0.283
H -0.776 -10.313 -4.898 0.343
H -2.824 -8.213 -1.453 0.214
H -2.554 -10.072 -1.609 0.328
H -3.472 -9.068 -3.005 0.299
H -0.241 -6.311 -0.590 0.134
H 2.324 -7.342 -1.252 0.252
H 0.965 -8.180 -0.641 0.304
H 1.868 -5.335 -2.533 0.429
Cl -3.149 1.298 -3.008 -0.154
C -1.376 1.369 -3.168 -0.046
C -0.939 1.632 -4.600 -0.489
Cl -1.283 0.252 -5.672 -0.190
H -0.964 0.430 -2.785 -0.115
H -1.033 2.181 -2.519 0.374
H 0.142 1.797 -4.634 0.305
H -1.431 2.516 -5.016 0.356
Cl 2.030 -1.980 1.239 -0.198
C 2.813 -1.752 -0.344 0.015
C 3.937 -2.749 -0.578 -0.353
Cl 5.330 -2.455 0.492 -0.180
H 3.171 -0.719 -0.399 0.254
H 2.035 -1.884 -1.103 -0.059
H 4.303 -2.661 -1.605 0.341
H 3.601 -3.778 -0.423 0.171
Cl 1.931 3.170 3.674 -0.157
C 2.735 1.608 3.379 -0.480
C 3.646 1.652 2.162 -0.328
Cl 2.731 1.811 0.643 -0.235
H 1.961 0.841 3.276 0.266
H 3.322 1.381 4.275 0.359
H 4.217 0.721 2.092 0.301
H 4.356 2.483 2.220 0.293
Cl 2.577 7.117 0.919 -0.153
C 3.381 5.556 0.623 -0.290
C 4.292 5.599 -0.593 -0.265
Cl 3.377 5.758 -2.113 -0.210
H 2.607 4.789 0.521 0.266
H 3.968 5.329 1.519 0.143
H 4.863 4.669 -0.663 0.294
H 5.002 6.430 -0.535 0.243
Cl -4.530 3.779 3.281 -0.180
C -2.986 4.073 4.119 -0.480
C -1.810 3.430 3.400 -0.233
Cl -1.863 1.652 3.482 -0.203
H -3.081 3.705 5.146 0.360
H -2.849 5.158 4.158 0.297
H -0.872 3.741 3.870 0.085
H -1.775 3.721 2.346 0.326
Cl 3.997 8.464 4.391 -0.174
C 5.770 8.535 4.231 -0.423
C 6.208 8.798 2.799 -0.505
Cl 5.864 7.418 1.727 -0.164
H 6.183 7.596 4.614 0.254
H 6.113 9.347 4.880 0.352
H 7.289 8.963 2.765 0.340
H 5.715 9.682 2.383 0.310
Cl -5.120 3.827 -0.411 -0.145
C -6.487 4.361 0.598 -0.454
C -7.475 5.216 -0.180 -0.469
Cl -6.791 6.800 -0.622 -0.183
H -6.083 4.896 1.462 0.280
H -6.985 3.455 0.960 0.346
H -8.359 5.413 0.434 0.307
H -7.802 4.719 -1.098 0.324
Cl 4.556 4.273 5.190 -0.081
C 4.610 5.420 6.552 -0.446
C 4.165 4.784 7.859 -0.463
Cl 2.427 4.397 7.861 -0.180
H 3.991 6.285 6.292 0.202
H 5.648 5.759 6.638 0.308
H 4.337 5.477 8.687 0.318
H 4.718 3.862 8.066 0.334
```

Output
**E**: -8986.59030 hartree
**LUMO**: -4.093 eV
**2S+1**: 1
**Strongest force on any atom**: 0.0822 Eh/bohr
**HOMO energy**: -10.16 eV
**Net charge**: +1

A structure of composition C36H43FIMnN3O2Se2, computed with ωB97M-V/def2-TZVPD.

The geometry in XYZ format:
```
89
Properties=species:S:1:pos:R:3:mulliken_spin:R:1
Mn 0.311 -0.050 0.226 4.829
C 0.072 4.417 -0.168 0.000
C -0.658 3.720 -1.266 -0.003
N -1.457 4.396 -2.060 0.002
C -2.031 3.730 -3.051 0.003
C -1.905 2.388 -3.319 -0.005
C -2.800 1.884 -4.368 0.000
O -2.118 0.934 -5.167 0.000
C -1.139 1.585 -2.418 0.049
C -1.162 0.151 -2.486 0.018
N -0.514 -0.656 -1.625 -0.059
C -0.404 -2.073 -1.913 -0.009
C -1.513 -2.941 -1.978 -0.051
C -1.350 -4.289 -2.390 0.000
C -0.102 -4.763 -2.692 0.004
C 1.053 -3.969 -2.494 0.004
C 0.912 -2.656 -2.085 -0.026
I 2.617 -1.534 -1.644 0.000
C -0.383 2.273 -1.460 0.042
O 0.379 1.777 -0.526 0.118
H -0.092 5.502 -0.299 0.000
H 1.130 4.037 -0.330 0.000
H -0.237 4.131 0.860 0.000
H -2.626 4.386 -3.711 0.000
H -3.207 2.691 -5.005 0.000
H -3.712 1.464 -3.916 0.000
H -2.619 0.768 -6.004 0.000
H -1.555 -0.296 -3.401 0.008
H -2.494 -2.560 -1.679 -0.003
H -2.172 -4.964 -2.647 0.000
H 0.084 -5.706 -3.133 0.000
H 2.031 -4.383 -2.752 -0.001
C -4.812 -0.605 2.417 -0.001
C -3.622 -0.579 1.462 0.012
C -4.171 -0.381 -0.014 -0.006
C -2.729 -1.822 1.493 -0.023
C -3.248 -3.035 1.074 -0.007
C -2.408 -4.171 1.035 0.017
C -1.113 -4.173 1.540 0.003
C -0.575 -2.937 2.051 -0.077
C 0.733 -3.094 2.837 0.008
C 1.983 -3.424 1.962 -0.001
C 1.133 -1.931 3.807 0.000
C -1.348 -1.760 1.911 0.045
N -0.661 -0.504 1.935 -0.070
C -0.825 0.448 2.942 0.113
C -1.755 0.297 3.988 0.011
C -1.972 1.283 4.933 -0.008
C -1.150 2.426 4.980 0.014
C -0.198 2.595 4.005 -0.008
C -0.055 1.667 2.970 0.019
F 1.035 1.926 2.145 0.011
H -5.129 0.473 2.641 0.001
H -4.573 -1.117 3.339 0.000
H -5.697 -1.115 2.022 0.000
H -3.001 0.334 1.578 0.000
H -3.332 -0.442 -0.734 0.005
H -4.704 0.569 -0.148 0.000
H -4.942 -1.142 -0.303 0.000
H -4.282 -3.191 0.816 0.001
H -2.758 -5.101 0.598 0.000
H -0.497 -5.088 1.525 0.000
H 0.537 -4.017 3.381 -0.002
H 1.955 -2.633 1.154 0.000
H 1.858 -4.293 1.355 0.001
H 2.936 -3.463 2.417 0.000
H 1.562 -1.141 3.190 0.014
H 1.945 -2.339 4.459 0.000
H 0.343 -1.578 4.415 0.001
H -2.316 -0.631 4.073 0.003
H -2.899 1.165 5.538 0.000
H -1.154 3.093 5.823 0.001
H 0.425 3.447 4.006 0.000
C 6.318 1.324 1.030 0.000
Se 4.342 1.576 0.832 0.005
C 4.187 2.738 -0.740 -0.005
C 5.074 2.397 -1.897 0.001
Se 4.224 2.688 -3.659 0.000
C 5.955 2.759 -4.672 0.000
H 6.658 2.300 1.308 0.000
H 6.670 0.943 0.084 0.000
H 6.392 0.641 1.853 0.000
H 4.470 3.779 -0.385 0.000
H 3.117 2.740 -0.926 0.001
H 5.201 1.326 -1.870 0.000
H 6.021 2.986 -1.882 0.000
H 6.356 3.770 -4.454 0.000
H 5.551 2.754 -5.704 0.000
H 6.608 1.871 -4.633 0.000
```

Output
**E**: -8063.70353 hartree
**LUMO (alpha / beta)**: -0.402 / -0.536 eV
**2S+1**: 6
**Strongest force on any atom**: 0.0697 Eh/bohr
**Energy relative to the best compared isomer or geometry (same formula, charge and spin)**: 20.2 kcal/mol
**HOMO energy (alpha / beta)**: -7.00 / -7.19 eV

An isolated molecule of C21H24N2O5, computed with ωB97M-V/def2-TZVPD.

The geometry in XYZ format:
```
52
Properties=species:S:1:pos:R:3:nbo_charge:R:1
C 3.011 -5.665 2.457 -0.635
C 2.093 -5.678 1.244 -0.076
H 1.050 -5.785 1.558 0.199
H 2.360 -6.480 0.553 0.189
O 2.223 -4.474 0.479 -0.507
C 1.529 -3.414 0.894 0.787
O 0.773 -3.407 1.826 -0.597
C 1.817 -2.209 0.007 -0.336
N 0.996 -1.087 0.370 -0.615
C 1.504 -0.005 0.987 0.678
O 2.684 0.167 1.202 -0.629
C 0.415 1.026 1.354 -0.130
N -0.158 1.588 0.145 -0.618
C -1.151 0.991 -0.536 0.905
O -1.606 -0.101 -0.267 -0.691
O -1.565 1.767 -1.556 -0.513
C -2.534 1.189 -2.441 -0.110
C -1.853 0.415 -3.539 0.022
C -1.498 -0.914 -3.340 -0.235
C -0.831 -1.614 -4.329 -0.199
C -0.514 -0.994 -5.526 -0.210
C -0.862 0.330 -5.730 -0.209
C -1.526 1.033 -4.739 -0.227
H -1.794 2.067 -4.897 0.210
H -0.616 0.817 -6.662 0.214
H 0.005 -1.542 -6.299 0.214
H -0.561 -2.647 -4.167 0.211
H -1.746 -1.393 -2.404 0.231
H -3.093 2.037 -2.842 0.198
H -3.196 0.538 -1.862 0.214
H 0.163 2.491 -0.166 0.415
H -0.388 0.497 1.882 0.229
C 0.992 2.140 2.230 -0.436
C -0.061 3.161 2.554 0.079
C -0.109 4.376 1.883 -0.260
C -1.109 5.294 2.155 -0.190
C -2.076 5.005 3.102 -0.224
C -2.035 3.797 3.778 -0.197
C -1.035 2.882 3.505 -0.246
H -1.005 1.942 4.037 0.211
H -2.785 3.569 4.521 0.214
H -2.857 5.720 3.315 0.214
H -1.132 6.235 1.627 0.212
H 0.650 4.614 1.150 0.205
H 1.381 1.683 3.141 0.237
H 1.832 2.597 1.702 0.225
H -0.010 -1.169 0.272 0.437
H 1.666 -2.489 -1.040 0.223
H 2.862 -1.915 0.150 0.263
H 2.723 -4.862 3.132 0.224
H 4.042 -5.512 2.147 0.212
H 2.934 -6.612 2.982 0.217
```

Output
**Structure (SMILES)**: CCOC(=O)CNC(=O)[C@@H](Cc1ccccc1)NC(=O)OCc1ccccc1
**E**: -1300.41964 hartree
**LUMO**: 0.717 eV
**2S+1**: 1
**Strongest force on any atom**: 0.0122 Eh/bohr
**Energy relative to the best compared isomer or geometry (same formula, charge and spin)**: 14.4 kcal/mol
**HOMO energy**: -9.23 eV